143
Properties=species:S:1:pos:R:3:forces:R:3 method="wB97M-V/def2-TZVPD" homo_ev="-2.81 / -2.85" total_charge=-1 homo_lumo_gap_ha="0.17794 / 0.17793" relative_energy_kj_mol=43.19 multiplicity=5
Cr -0.069 0.319 0.269 -1.6 0.3 0.6
C -0.133 -1.427 4.098 -0.1 -0.1 0.0
C 0.511 -0.429 3.187 0.0 0.1 0.1
O -0.118 0.423 2.566 0.3 -0.1 0.5
N 1.872 -0.451 3.150 0.2 0.0 -0.2
C 2.564 0.478 2.274 -0.2 -0.2 0.2
C 2.825 -0.031 0.882 -0.4 0.1 0.0
C 4.061 -0.576 0.578 0.2 0.0 -0.1
C 4.366 -0.950 -0.718 -0.3 0.1 0.0
C 3.407 -0.701 -1.689 0.4 -0.1 -0.1
C 2.200 -0.161 -1.317 -0.5 0.2 0.1
N 1.852 0.122 -0.044 2.5 -0.4 -0.5
H -1.157 -1.597 3.780 0.0 0.0 -0.1
H -0.147 -1.021 5.111 0.0 0.0 0.0
H 0.417 -2.367 4.100 0.0 0.0 0.0
H 2.334 -1.325 3.350 -0.1 0.0 0.1
H 3.509 0.752 2.743 0.0 0.0 -0.1
H 1.925 1.356 2.204 0.1 0.1 0.0
H 4.791 -0.680 1.371 0.0 0.0 0.0
H 5.324 -1.384 -0.967 0.0 0.0 0.0
H 3.597 -0.911 -2.733 -0.1 0.0 0.0
H 1.445 0.086 -2.052 -0.1 -0.2 0.0
O -0.764 -0.106 -2.057 -0.3 -0.2 -0.4
P -1.575 -0.613 -3.220 0.1 0.1 0.5
C -3.169 -1.313 -2.715 0.2 0.0 -0.3
C -3.124 -2.229 -1.669 0.2 0.1 0.2
C -4.294 -2.715 -1.114 -0.1 -0.2 0.0
C -5.519 -2.331 -1.636 0.1 0.0 0.0
C -5.568 -1.478 -2.731 -0.1 0.0 0.0
C -4.401 -0.960 -3.266 0.1 0.1 -0.1
C -0.653 -1.859 -4.139 -0.2 -0.1 -0.3
C 0.559 -2.340 -3.656 0.0 0.3 0.1
C 1.307 -3.225 -4.416 0.1 0.0 -0.3
C 0.838 -3.654 -5.650 0.0 0.1 0.1
C -0.396 -3.214 -6.113 -0.1 -0.1 -0.1
C -1.141 -2.321 -5.363 0.0 -0.1 0.2
C -1.969 0.708 -4.392 0.1 0.3 0.1
C -1.412 0.859 -5.660 0.0 -0.2 0.2
C -1.709 1.979 -6.420 0.0 0.1 -0.2
C -2.540 2.972 -5.922 0.1 -0.2 0.1
C -3.059 2.852 -4.639 -0.1 0.1 -0.1
C -2.773 1.732 -3.883 -0.1 -0.3 -0.1
H -2.166 -2.522 -1.258 0.1 0.0 0.2
H -4.243 -3.382 -0.263 0.0 0.0 0.0
H -6.437 -2.679 -1.180 0.0 0.0 0.0
H -6.526 -1.192 -3.146 0.0 0.0 0.0
H -4.451 -0.264 -4.094 0.0 0.0 0.0
H 0.897 -2.029 -2.675 0.0 0.0 0.0
H 2.253 -3.596 -4.041 0.0 0.0 0.1
H 1.417 -4.349 -6.244 0.0 0.0 0.0
H -0.782 -3.573 -7.059 0.0 0.0 0.0
H -2.112 -1.986 -5.710 0.0 0.0 -0.1
H -0.745 0.105 -6.055 0.0 0.0 0.0
H -1.284 2.079 -7.412 0.0 0.0 0.0
H -2.772 3.839 -6.527 0.0 0.0 0.0
H -3.678 3.639 -4.228 0.0 0.0 0.0
H -3.173 1.626 -2.882 -0.1 0.1 0.0
C -0.302 3.111 -2.047 0.0 -0.1 0.2
Si 0.192 2.823 -0.205 0.0 1.1 -0.2
C -1.125 3.897 0.805 0.1 0.0 -0.1
C -2.313 2.987 1.120 0.1 0.1 0.0
C -0.583 4.409 2.143 0.0 -0.1 -0.1
C -1.667 5.085 0.002 0.1 -0.1 0.0
C 1.927 3.845 -0.223 -0.1 -0.2 0.1
C 2.989 3.030 -0.975 -0.1 0.0 0.0
C 2.505 4.161 1.165 0.0 -0.1 -0.1
C 1.807 5.175 -0.979 -0.1 -0.1 0.1
H -0.432 4.166 -2.302 0.0 0.0 0.0
H -1.232 2.595 -2.277 0.1 0.0 0.1
H 0.458 2.693 -2.715 0.0 0.0 0.0
H -2.033 2.173 1.788 -0.1 -0.1 0.0
H -2.725 2.550 0.209 0.0 0.0 0.0
H -3.115 3.564 1.601 0.0 0.0 0.0
H -0.051 3.620 2.681 0.0 0.0 0.1
H -1.412 4.745 2.778 0.0 0.0 0.0
H 0.089 5.257 2.006 0.0 0.0 0.1
H -2.190 4.741 -0.893 0.0 0.1 0.0
H -0.874 5.768 -0.310 -0.1 0.0 0.0
H -2.383 5.655 0.609 0.0 0.0 0.0
H 3.310 2.162 -0.403 0.1 -0.1 0.0
H 3.878 3.650 -1.153 0.0 0.0 0.0
H 2.622 2.688 -1.946 0.1 0.0 0.0
H 2.422 3.318 1.850 0.0 0.0 0.1
H 2.003 5.011 1.623 0.0 0.0 0.1
H 3.570 4.418 1.080 0.0 0.0 0.0
H 1.568 5.010 -2.031 0.0 0.1 0.0
H 2.763 5.713 -0.934 0.0 0.0 0.0
H 1.041 5.824 -0.551 0.1 0.0 0.0
C 3.341 -5.232 1.799 -0.2 0.1 0.0
Si 2.363 -6.016 0.373 0.7 -0.1 0.1
C 2.703 -7.877 0.575 -0.3 0.0 0.0
C 3.221 -5.492 -1.237 -0.2 0.0 0.0
Si 0.135 -5.258 0.377 -0.1 0.0 0.1
Te 0.592 -2.827 0.488 0.0 -0.3 -0.1
Si -0.941 -6.122 2.278 -0.3 -0.3 0.6
C -0.961 -8.027 2.236 0.1 0.1 -0.2
C -2.748 -5.592 2.477 0.2 0.1 -0.3
C -0.051 -5.639 3.884 0.1 0.1 -0.3
Si -0.871 -6.326 -1.480 -0.2 -0.5 -0.7
C -2.766 -6.431 -1.632 0.1 0.3 0.4
C -0.344 -8.159 -1.484 0.1 0.1 0.3
C -0.277 -5.685 -3.160 0.0 0.1 0.3
H 4.375 -5.586 1.825 0.0 -0.1 -0.1
H 2.878 -5.478 2.759 0.0 0.0 0.0
H 3.347 -4.145 1.704 0.0 0.0 0.0
H 3.778 -8.076 0.577 0.0 0.1 0.0
H 2.259 -8.467 -0.228 0.0 0.0 0.0
H 2.295 -8.246 1.519 0.0 0.0 0.0
H 4.294 -5.701 -1.216 0.0 0.0 0.1
H 3.084 -4.420 -1.402 0.0 0.0 0.0
H 2.796 -6.018 -2.096 0.0 0.0 0.0
H -1.724 -8.389 1.542 0.0 0.0 0.0
H -1.175 -8.453 3.219 0.0 0.1 0.0
H 0.001 -8.424 1.903 0.0 0.0 0.0
H -3.354 -5.960 1.644 0.0 0.0 0.0
H -2.844 -4.505 2.506 0.0 0.0 0.0
H -3.181 -5.986 3.399 0.1 -0.1 0.0
H 0.952 -6.073 3.923 0.0 0.0 0.0
H -0.595 -5.973 4.770 -0.1 -0.1 -0.1
H 0.055 -4.554 3.945 0.0 0.0 0.0
H -3.255 -6.502 -0.657 0.0 0.0 0.0
H -3.049 -7.317 -2.206 0.1 0.0 0.0
H -3.173 -5.556 -2.137 0.0 0.1 0.0
H -0.635 -8.672 -0.564 0.0 0.0 0.0
H 0.737 -8.264 -1.591 0.0 0.0 0.0
H -0.809 -8.687 -2.320 -0.1 0.1 -0.1
H -0.714 -4.713 -3.392 0.0 0.0 0.0
H -0.553 -6.375 -3.962 -0.1 -0.1 0.1
H 0.809 -5.566 -3.184 -0.1 0.0 0.0
Cl -3.844 -1.671 3.343 0.1 -0.2 0.1
C -4.574 -0.655 2.122 -0.1 0.1 -0.2
C -5.927 -0.415 2.236 0.0 0.1 -0.1
C -6.588 0.386 1.310 -0.1 0.0 0.1
C -5.834 0.944 0.277 0.0 0.0 0.0
C -4.488 0.696 0.166 0.0 -0.1 0.0
C -3.756 -0.127 1.078 0.0 0.2 0.0
C -2.394 -0.373 0.942 0.1 -0.1 0.1
H -6.474 -0.856 3.060 0.0 0.0 0.0
H -7.648 0.580 1.402 0.0 0.0 0.0
H -6.316 1.585 -0.455 0.0 0.0 0.0
H -3.931 1.131 -0.654 0.0 0.0 -0.1
H -1.946 -0.092 -0.008 -0.6 -0.3 -0.6
H -1.948 -1.164 1.522 0.2 0.0 -0.1

***

139
Properties=species:S:1:pos:R:3:forces:R:3 method="wB97M-V/def2-TZVPD" homo_ev=-3.34 total_charge=-1 homo_lumo_gap_ha=0.18473
C -0.869 1.965 -1.624 0.5 0.1 0.6
C -1.404 0.919 -0.646 -0.1 0.2 -0.2
C -2.216 -0.233 -1.214 0.1 0.5 -0.8
Br -3.526 0.565 -2.549 -0.5 0.3 1.2
As -1.016 -1.715 -2.119 1.6 0.3 -0.1
C -0.202 -2.204 -0.313 -1.3 -0.5 0.8
C -1.186 -2.249 0.833 1.1 -1.2 0.6
C -0.558 -2.246 2.194 -1.3 2.0 -0.2
O -1.268 -1.095 1.585 0.1 1.0 -0.3
S -2.704 -3.337 -1.874 -0.5 -0.2 0.6
C -3.891 -3.201 -3.232 -0.2 -0.5 0.1
C -5.167 -3.902 -2.835 0.8 0.2 -0.3
O -5.248 -4.775 -2.028 -0.4 -0.5 0.6
O -6.233 -3.438 -3.530 -0.2 0.2 0.2
C -7.490 -3.671 -2.911 -0.7 0.4 -0.6
C -7.776 -2.620 -1.834 0.0 -1.2 0.7
C -7.537 -3.178 -0.432 0.0 0.2 0.0
O -9.186 -2.279 -2.012 0.2 0.1 -0.5
C -9.522 -1.070 -1.527 -0.2 0.3 -0.2
O -9.681 -0.846 -0.367 0.0 0.0 0.9
C -9.756 0.014 -2.545 0.3 0.2 -0.2
S -8.444 0.115 -3.802 -0.1 -0.2 -0.4
C 0.234 -3.111 -3.024 -0.2 0.5 0.3
C 1.568 -2.719 -3.174 0.1 -0.5 -0.3
C 2.462 -3.579 -3.798 -0.2 -0.1 0.0
C 1.991 -4.804 -4.263 -0.3 0.3 0.3
C 0.653 -5.104 -4.036 0.1 0.0 -0.2
N -0.222 -4.297 -3.429 0.6 0.1 -0.2
P -1.843 -0.941 -4.263 -1.0 -0.2 -1.9
O -0.718 0.223 -4.645 0.2 -0.3 0.3
Cl -1.526 -2.396 -5.832 0.6 -0.1 0.2
H -0.254 2.657 -1.044 0.0 0.1 0.0
H -0.192 1.522 -2.347 -0.2 -0.1 -0.4
H -1.635 2.567 -2.095 -0.1 -0.1 -0.2
H -0.544 0.488 -0.136 0.0 -0.2 0.2
H -1.986 1.442 0.115 -0.1 0.0 0.1
H -2.914 -0.672 -0.514 0.1 -0.2 0.2
H 0.106 -0.622 -2.291 -0.1 -0.1 -0.1
H 0.205 -3.214 -0.338 0.2 0.0 -0.5
H 0.560 -1.504 0.024 0.3 0.1 -0.5
H -2.071 -2.859 0.715 -0.4 0.2 -0.1
H -1.177 -2.274 3.081 0.4 -1.5 0.4
H 0.496 -2.028 2.266 0.2 -0.3 0.2
H -4.151 -2.186 -3.507 0.2 0.1 -0.2
H -3.505 -3.764 -4.082 0.1 0.3 -0.3
H -8.241 -3.540 -3.686 0.1 0.1 -0.2
H -7.606 -4.678 -2.526 0.3 -0.2 0.1
H -7.146 -1.754 -2.010 -0.2 0.3 -0.2
H -6.509 -2.983 -0.139 0.1 -0.1 0.1
H -8.206 -2.730 0.294 0.0 0.3 0.0
H -7.697 -4.252 -0.409 0.0 -0.1 0.0
H -10.706 -0.140 -3.048 -0.1 -0.2 -0.1
H -9.810 0.953 -2.011 -0.1 0.1 0.1
H -7.826 1.215 -3.363 0.0 0.0 0.2
H 1.895 -1.759 -2.805 0.0 0.1 0.0
H 3.503 -3.306 -3.923 0.1 0.0 0.0
H 2.619 -5.512 -4.782 0.1 -0.1 0.0
H 0.275 -6.058 -4.391 -0.2 0.0 0.1
H -1.219 0.939 -5.048 0.1 0.1 -0.1
C 3.732 -0.385 4.780 -0.3 -0.2 -0.2
C 3.160 -1.199 3.647 -0.1 0.1 0.0
O 2.487 -0.677 2.787 0.0 0.0 0.0
C 3.458 -2.677 3.637 -0.2 0.2 -0.2
H 3.438 0.651 4.655 0.1 0.0 0.0
H 3.346 -0.754 5.732 0.1 -0.1 0.0
H 4.815 -0.445 4.777 0.1 -0.1 0.1
H 3.067 -3.147 4.538 0.1 0.0 0.0
H 4.537 -2.840 3.582 0.0 0.0 0.2
H 2.987 -3.138 2.771 0.0 0.0 0.0
C 2.369 4.332 -4.194 -0.2 0.1 0.2
C 0.877 4.175 -4.363 0.0 0.0 0.0
O 0.095 4.771 -3.655 0.0 0.0 0.0
C 0.414 3.242 -5.453 -0.5 0.2 0.2
H 2.572 5.022 -3.382 0.0 -0.1 -0.1
H 2.817 3.364 -3.962 0.0 0.0 -0.2
H 2.807 4.721 -5.115 0.1 -0.2 -0.1
H 0.787 2.238 -5.271 0.1 0.0 -0.1
H 0.771 3.591 -6.421 0.2 -0.2 0.0
H -0.677 3.223 -5.464 0.0 0.1 0.0
C 3.855 8.602 -1.606 0.0 -0.1 -0.2
C 3.793 7.147 -1.204 0.0 0.0 0.0
O 3.627 6.273 -2.019 0.2 0.1 0.1
C 3.947 6.837 0.267 0.0 -0.2 -0.1
H 3.730 8.684 -2.683 0.0 0.0 0.0
H 3.059 9.161 -1.112 0.1 0.1 0.1
H 4.820 9.028 -1.325 -0.1 0.1 0.1
H 3.154 7.324 0.836 0.1 0.1 0.0
H 4.916 7.190 0.625 -0.1 0.1 0.1
H 3.882 5.762 0.417 0.0 0.0 0.0
C -4.892 1.145 4.634 0.1 -0.2 0.2
C -3.971 0.280 3.799 0.0 0.0 -0.1
O -3.394 -0.664 4.287 0.0 0.0 0.1
C -3.819 0.660 2.348 0.1 -0.3 0.0
H -4.916 0.769 5.655 0.0 0.0 0.0
H -4.532 2.175 4.641 -0.1 0.0 -0.1
H -5.902 1.120 4.221 0.0 0.1 -0.1
H -3.416 1.672 2.272 -0.2 0.1 0.0
H -4.791 0.617 1.852 0.0 0.2 0.0
H -3.135 -0.029 1.857 0.0 0.0 0.1
C 6.469 3.380 6.644 -0.1 -0.2 0.1
C 6.630 2.371 5.534 0.0 0.0 0.0
O 5.977 1.354 5.504 0.2 0.1 0.1
C 7.641 2.691 4.459 -0.1 -0.2 -0.1
H 5.714 3.031 7.345 0.0 0.0 0.0
H 7.415 3.507 7.173 0.0 0.1 -0.1
H 6.153 4.341 6.235 0.1 0.1 0.0
H 8.635 2.790 4.898 0.0 0.1 0.0
H 7.373 3.624 3.961 0.1 0.1 0.1
H 7.655 1.889 3.725 0.0 0.0 0.0
C 4.443 0.742 -7.885 0.0 0.2 0.1
C 3.032 0.869 -7.356 -0.1 -0.2 0.0
O 2.658 1.866 -6.785 0.3 0.0 -0.1
C 2.110 -0.307 -7.569 -0.1 0.2 0.1
H 4.996 1.652 -7.663 0.0 0.0 0.0
H 4.944 -0.103 -7.410 0.0 -0.1 -0.1
H 4.426 0.589 -8.965 0.0 -0.1 0.0
H 2.515 -1.195 -7.082 0.0 -0.1 -0.1
H 1.995 -0.504 -8.637 0.1 -0.1 0.0
H 1.134 -0.090 -7.139 0.0 0.0 0.0
C 2.463 -6.011 7.198 -0.1 0.2 -0.1
C 3.041 -6.303 5.833 0.0 0.0 0.0
O 2.846 -5.569 4.895 0.0 0.0 0.0
C 3.873 -7.556 5.698 0.0 0.1 -0.2
H 1.889 -5.088 7.158 0.0 0.0 0.0
H 1.805 -6.824 7.508 0.1 -0.1 0.1
H 3.266 -5.899 7.929 0.0 -0.1 0.1
H 3.273 -8.433 5.947 0.1 0.0 0.1
H 4.734 -7.508 6.367 -0.1 -0.1 0.1
H 4.224 -7.647 4.673 0.0 0.0 0.0
C 1.649 2.542 5.469 0.2 0.2 0.2
C 1.240 3.974 5.695 0.0 0.0 0.0
O 1.930 4.742 6.327 0.0 0.0 0.0
C -0.075 4.408 5.093 0.1 0.2 0.1
H 2.607 2.361 5.952 0.0 0.0 0.0
H 0.905 1.868 5.897 -0.1 -0.1 -0.2
H 1.748 2.344 4.400 -0.2 -0.1 0.0
H -0.889 3.808 5.502 0.0 -0.1 -0.1
H -0.049 4.282 4.009 -0.1 -0.1 0.0
H -0.253 5.455 5.326 0.0 0.0 0.0

***

15
Properties=species:S:1:pos:R:3:forces:R:3 method="wB97M-V/def2-TZVPD" smiles=Nc1c[nH]c(N)c1O homo_ev=-7.67 homo_lumo_gap_ha=0.31079 relative_energy_kj_mol=414.67
C -0.672 0.281 0.932 2.1 0.1 -1.9
C 0.015 1.457 0.690 -4.5 1.9 4.4
C 0.732 0.085 -1.006 -1.6 -1.7 1.7
C -0.261 -0.608 -0.179 1.7 2.3 0.4
H -1.369 0.409 3.005 -1.1 -1.7 -4.4
H -2.588 0.027 1.399 3.2 -0.3 3.2
H -0.178 2.539 1.025 0.4 -2.1 0.3
H 1.608 2.010 -0.297 -2.4 -1.9 -1.2
H 2.567 -0.951 -1.608 -1.6 1.0 0.7
H 1.770 -0.684 -3.022 -1.6 1.7 3.8
H -1.126 -1.896 0.696 -0.5 -0.6 0.5
N -1.541 -0.123 1.954 -3.4 1.5 0.8
N 0.705 1.370 -0.365 7.5 1.1 -5.3
N 1.755 -0.365 -1.920 1.3 -1.2 -2.4
O -0.750 -1.865 -0.188 0.4 0.0 -0.7

***

84
Properties=species:S:1:pos:R:3:forces:R:3 method="wB97M-V/def2-TZVPD" homo_ev=-8.82 homo_lumo_gap_ha=0.33611
C 6.477 -1.288 0.196 0.3 0.5 0.7
C 6.397 -0.052 1.138 -0.5 -0.8 -0.3
Cl 8.008 0.752 1.303 -0.2 0.0 -0.1
C 5.306 0.968 0.716 0.4 -0.2 1.1
C 4.059 0.870 1.640 1.2 -0.4 -0.7
O 3.629 2.219 1.895 -1.1 0.0 0.0
S 2.715 2.295 3.262 0.4 -0.9 1.2
O 2.231 3.635 3.347 -0.2 0.7 -0.6
O 1.450 1.304 2.823 0.8 0.2 -0.7
C 1.027 1.552 1.485 -0.5 -0.4 0.3
Br -0.933 1.433 1.564 0.2 0.2 0.1
C 1.694 0.584 0.443 0.4 0.7 0.0
C 2.191 1.501 -0.730 -0.1 -0.4 -0.6
C 1.290 1.647 -1.968 -0.2 0.7 0.1
C 0.034 2.533 -1.815 0.1 -0.7 -1.3
C -0.596 2.682 -3.234 -0.1 -0.5 0.6
C -1.495 1.480 -3.587 -0.3 0.5 -0.3
C -2.777 1.379 -2.722 0.6 -0.2 0.7
C -2.766 0.155 -1.780 -0.6 -0.2 -0.3
C -4.186 -0.378 -1.435 0.6 0.0 0.1
Si -4.980 0.370 0.110 -0.3 0.7 0.0
C -4.226 2.059 0.581 0.1 -0.3 0.0
C -6.823 0.722 -0.225 0.2 -0.4 0.4
C -4.776 -0.715 1.645 -0.1 0.5 -1.2
C -5.441 -0.310 2.786 -0.6 0.8 0.1
C -5.354 -1.010 3.962 -0.3 0.3 0.2
C -4.582 -2.150 3.987 -0.3 -0.2 1.5
C -3.907 -2.555 2.878 0.8 -1.1 -0.5
C -3.993 -1.846 1.700 0.2 -0.2 -0.4
C 0.734 -0.523 -0.029 0.1 -0.4 -0.4
C 1.330 -1.659 -0.860 -0.4 0.3 0.7
C 0.853 -2.926 -0.587 -0.7 -0.1 0.6
C 1.278 -4.017 -1.287 -0.1 -1.4 -0.3
C 2.209 -3.902 -2.293 0.1 -0.3 -0.2
C 2.696 -2.650 -2.572 0.7 -0.4 -0.9
C 2.263 -1.557 -1.870 0.3 1.2 -0.2
C 2.990 -0.094 1.051 0.0 0.5 0.6
P 2.584 -1.574 2.133 -1.4 -0.6 -0.7
O 3.769 -2.599 1.595 0.2 0.7 0.7
Br 3.063 -1.127 4.286 0.6 0.1 -0.1
H 6.137 -2.166 0.746 0.0 0.0 -0.2
H 5.840 -1.152 -0.680 0.2 -0.1 -0.1
H 7.525 -1.430 -0.069 -0.2 -0.2 -0.3
H 6.192 -0.455 2.131 0.1 0.4 0.1
H 5.073 0.754 -0.325 -0.1 0.6 0.0
H 5.726 1.960 0.889 -0.2 0.0 -0.5
H 4.462 0.491 2.586 -0.4 -0.1 0.0
H 1.237 2.598 1.264 -0.2 -0.1 -0.2
H 3.146 1.104 -1.086 -0.1 0.0 0.0
H 2.429 2.513 -0.388 0.0 -0.2 0.2
H 0.966 0.701 -2.408 0.2 -0.1 0.2
H 1.906 2.128 -2.742 0.0 -0.1 0.1
H 0.296 3.516 -1.416 -0.2 -0.2 0.3
H -0.706 1.991 -1.223 0.1 0.5 0.5
H 0.222 2.712 -3.962 -0.2 0.4 -0.1
H -1.212 3.585 -3.289 0.2 0.0 -0.1
H -0.907 0.558 -3.530 -0.2 0.0 -0.1
H -1.820 1.613 -4.626 0.2 -0.2 0.0
H -2.813 2.293 -2.117 -0.4 -0.1 -0.1
H -3.687 1.327 -3.325 0.2 0.1 -0.1
H -2.223 0.384 -0.856 0.1 -0.1 -0.2
H -2.250 -0.660 -2.303 0.2 0.1 0.2
H -4.820 -0.258 -2.321 -0.1 0.0 0.2
H -4.099 -1.464 -1.290 -0.2 0.1 0.1
H -4.989 2.841 0.535 0.1 0.0 -0.1
H -3.387 2.336 -0.064 -0.1 0.1 0.1
H -3.842 2.038 1.606 -0.1 0.0 -0.1
H -6.977 1.802 -0.304 0.0 -0.1 -0.2
H -7.444 0.367 0.605 0.0 0.0 -0.1
H -7.165 0.215 -1.132 0.0 0.2 0.0
H -6.057 0.587 2.759 0.1 -0.1 0.0
H -5.889 -0.652 4.835 0.1 -0.2 0.0
H -4.517 -2.704 4.919 0.1 -0.1 -0.1
H -3.309 -3.462 2.915 0.0 0.1 0.0
H -3.462 -2.191 0.818 0.0 0.0 0.1
H -0.115 -0.129 -0.594 0.2 0.3 0.1
H 0.282 -0.997 0.846 0.1 0.1 0.0
H 0.095 -3.087 0.176 0.1 0.2 0.1
H 0.870 -5.002 -1.078 0.0 0.1 0.1
H 2.530 -4.764 -2.865 0.0 0.0 0.1
H 3.415 -2.556 -3.381 0.0 0.2 0.1
H 2.663 -0.592 -2.157 0.0 -0.1 0.1
H 3.457 -0.546 0.171 0.0 -0.3 0.3
H 3.777 -3.357 2.197 0.1 -0.1 -0.2

***

no.,calculated total energy (eV)
1,-158164.719
2,-249301.809
3,-10775.450
4,-220624.062